No. 1
{"formula": "C5H6O2", "method": "ωB97M-V/def2-TZVPD", "smiles": "COc1ccco1", "gap_ev": 9.2250, "relative_energy_kj_mol": 346.3, "fmax_ev_per_a": 7.96, "elements": ["O", "O", "C", "C", "C", "C", "C", "H", "H", "H", "H", "H", "H"], "positions_angstrom": [[-0.7804, -0.5906, -1.2471], [0.9927, 0.5842, -1.0111], [0.2643, 0.0904, 0.9587], [0.2050, -0.1874, -0.4589], [1.8608, 1.2795, -0.3397], [1.6003, 0.9637, 1.0585], [-1.8450, -1.0653, -0.5798], [1.9767, 1.2721, 2.0250], [-2.5809, -0.2521, -0.1948], [-0.2304, -0.5949, 1.5910], [-2.2637, -1.6954, -1.3532], [-1.7918, -1.6595, 0.3872], [2.5924, 1.8554, -0.8359]], "atomic_forces_ev_per_a": [[2.4, 0.1, -0.4], [2.8, 2.0, -7.2], [3.8, 0.2, -3.0], [-2.6, 1.1, 6.3], [-0.3, -1.1, 6.9], [-3.4, -1.3, -3.1], [-4.3, -0.8, 2.0], [0.3, 0.2, -0.5], [1.1, -0.8, -1.2], [-0.2, 0.0, 1.4], [-1.1, -0.2, 0.4], [1.2, 0.3, -1.3], [0.4, 0.3, -0.5]]}

No. 2
{"formula": "C5H6O2", "method": "ωB97M-V/def2-TZVPD", "smiles": "O=C[C@H]1O[C@H]2C[C@H]21", "gap_ev": 10.0073, "relative_energy_kj_mol": 364.2, "fmax_ev_per_a": 3.03, "elements": ["O", "O", "C", "C", "C", "C", "C", "H", "H", "H", "H", "H", "H"], "positions_angstrom": [[-0.6040, -2.8247, 0.4285], [-0.6962, 0.3905, -1.3301], [0.8449, 0.1937, 0.0118], [0.0409, 1.4240, -0.5067], [-0.0453, -0.7682, -0.7217], [0.1211, 1.0868, 0.9330], [-0.9100, -1.6816, 0.1806], [0.4876, -1.4648, -1.3987], [0.6726, 2.2110, -0.9316], [-1.8100, -1.2298, 0.6448], [1.8708, 0.2590, -0.2804], [-0.7900, 0.7662, 1.4157], [0.8175, 1.6380, 1.5547]], "atomic_forces_ev_per_a": [[0.0, 0.8, -0.4], [-1.3, 0.6, 0.2], [0.9, 0.1, 0.1], [1.5, -2.5, -0.7], [0.0, 0.5, 0.0], [-0.2, -0.1, 0.5], [0.2, 0.0, 0.0], [-0.4, 0.7, -0.1], [-1.1, -0.2, -0.5], [0.1, 0.0, -0.2], [0.7, -0.3, 1.0], [0.1, -0.2, 0.2], [-0.4, 0.5, -0.1]]}

Please write out number 1 again, unchanged.
{"formula": "C5H6O2", "method": "ωB97M-V/def2-TZVPD", "smiles": "COc1ccco1", "gap_ev": 9.2250, "relative_energy_kj_mol": 346.3, "fmax_ev_per_a": 7.96, "elements": ["O", "O", "C", "C", "C", "C", "C", "H", "H", "H", "H", "H", "H"], "positions_angstrom": [[-0.7804, -0.5906, -1.2471], [0.9927, 0.5842, -1.0111], [0.2643, 0.0904, 0.9587], [0.2050, -0.1874, -0.4589], [1.8608, 1.2795, -0.3397], [1.6003, 0.9637, 1.0585], [-1.8450, -1.0653, -0.5798], [1.9767, 1.2721, 2.0250], [-2.5809, -0.2521, -0.1948], [-0.2304, -0.5949, 1.5910], [-2.2637, -1.6954, -1.3532], [-1.7918, -1.6595, 0.3872], [2.5924, 1.8554, -0.8359]], "atomic_forces_ev_per_a": [[2.4, 0.1, -0.4], [2.8, 2.0, -7.2], [3.8, 0.2, -3.0], [-2.6, 1.1, 6.3], [-0.3, -1.1, 6.9], [-3.4, -1.3, -3.1], [-4.3, -0.8, 2.0], [0.3, 0.2, -0.5], [1.1, -0.8, -1.2], [-0.2, 0.0, 1.4], [-1.1, -0.2, 0.4], [1.2, 0.3, -1.3], [0.4, 0.3, -0.5]]}

Copy entry 2 word for word.
{"formula": "C5H6O2", "method": "ωB97M-V/def2-TZVPD", "smiles": "O=C[C@H]1O[C@H]2C[C@H]21", "gap_ev": 10.0073, "relative_energy_kj_mol": 364.2, "fmax_ev_per_a": 3.03, "elements": ["O", "O", "C", "C", "C", "C", "C", "H", "H", "H", "H", "H", "H"], "positions_angstrom": [[-0.6040, -2.8247, 0.4285], [-0.6962, 0.3905, -1.3301], [0.8449, 0.1937, 0.0118], [0.0409, 1.4240, -0.5067], [-0.0453, -0.7682, -0.7217], [0.1211, 1.0868, 0.9330], [-0.9100, -1.6816, 0.1806], [0.4876, -1.4648, -1.3987], [0.6726, 2.2110, -0.9316], [-1.8100, -1.2298, 0.6448], [1.8708, 0.2590, -0.2804], [-0.7900, 0.7662, 1.4157], [0.8175, 1.6380, 1.5547]], "atomic_forces_ev_per_a": [[0.0, 0.8, -0.4], [-1.3, 0.6, 0.2], [0.9, 0.1, 0.1], [1.5, -2.5, -0.7], [0.0, 0.5, 0.0], [-0.2, -0.1, 0.5], [0.2, 0.0, 0.0], [-0.4, 0.7, -0.1], [-1.1, -0.2, -0.5], [0.1, 0.0, -0.2], [0.7, -0.3, 1.0], [0.1, -0.2, 0.2], [-0.4, 0.5, -0.1]]}